The following is a DFT calculation (wB97M-V/def2-TZVPD) of 9 unconnected molecules or ions with the total composition C39H102N6O12.

Results
E_HOMO ... -8.281 eV
LUMO level ... 0.284 eV

Each line ends with the Mulliken charge.
Geometry (Å):
C 8.199454 0.498159 0.140858  -0.675
O 7.604638 1.026079 1.375220  -0.338
C 7.732505 2.400734 1.751237  -0.708
C 9.195753 2.823210 2.159413  0.695
C 9.807197 1.934739 3.200590  -1.410
N 9.163102 4.246181 2.500966  -0.724
H 7.853916 -0.496376 -0.141296  0.260
H 9.289287 0.499550 0.159814  0.255
H 7.844248 1.149076 -0.658035  0.295
H 7.466930 3.040470 0.909630  0.344
H 7.026646 2.494043 2.576557  0.300
H 9.879698 2.637466 1.331277  0.157
H 10.332467 1.063514 2.809228  0.324
H 9.198612 1.472793 3.977975  0.328
H 10.627962 2.447050 3.702567  0.418
H 8.753604 4.387698 3.413312  0.244
H 8.689729 4.906937 1.901456  0.233
C -12.870917 1.656688 -9.120566  -0.758
O -12.413515 2.151507 -7.900610  -0.335
C -11.172468 1.618267 -7.476538  -0.732
C -10.750789 2.123909 -6.080710  0.566
C -10.973849 3.577347 -5.808246  -1.439
N -9.409678 1.775778 -5.727716  -0.653
H -13.956207 1.728588 -9.191742  0.249
H -12.605779 0.633383 -9.386355  0.315
H -12.484681 2.360266 -9.858081  0.279
H -11.421579 0.561173 -7.383828  0.399
H -10.343266 1.698069 -8.179505  0.346
H -11.410551 1.531953 -5.446360  0.168
H -10.494431 4.144730 -6.605963  0.349
H -10.643322 3.870508 -4.811801  0.387
H -12.038996 3.760969 -5.949114  0.353
H -9.168356 0.970707 -6.287832  0.240
H -8.754078 2.507252 -5.962767  0.270
C 0.253234 7.220868 9.667828  -0.737
O -0.562404 7.471540 8.557849  -0.338
C -0.247178 6.639752 7.448931  -0.799
C -0.775632 7.282928 6.148176  0.570
C -2.280418 7.458438 6.086550  -1.271
N -0.436379 6.507741 5.009635  -0.753
H -0.238972 7.705891 10.510789  0.245
H 1.236195 7.691596 9.650591  0.265
H 0.291104 6.140319 9.805945  0.329
H 0.790578 6.308286 7.413040  0.422
H -0.781755 5.697062 7.565887  0.308
H -0.344912 8.284178 6.157361  0.275
H -2.866660 6.812204 5.433250  0.385
H -2.456873 8.428946 5.622780  0.280
H -2.778128 7.510343 7.054887  0.308
H 0.523231 6.195773 5.053492  0.258
H -0.876283 5.598713 5.025794  0.253
C -3.293463 -2.219460 8.680048  -0.720
O -2.170925 -3.051103 8.773163  -0.380
C -1.271924 -3.034050 7.687874  -0.674
C -0.221605 -1.965215 8.003126  -0.216
N 0.891022 -2.012405 6.994113  -0.244
C 2.052570 -1.258849 7.337038  -0.877
C 2.911124 -1.670474 8.541407  -0.541
O 2.323676 -1.469311 9.779531  -0.346
C 1.941191 -0.069961 10.060162  -0.804
H -3.929866 -2.797428 8.009951  0.313
H -3.164745 -1.223864 8.255404  0.286
H -3.950732 -2.097082 9.540947  0.271
H -1.741685 -2.975591 6.706046  0.411
H -0.869854 -4.047168 7.682619  0.344
H -0.024030 -2.282127 9.027151  0.310
H -0.753995 -1.015934 8.062436  0.125
H 1.090228 -2.949011 6.672893  0.290
H 2.074682 -0.169161 7.322934  0.321
H 2.657233 -1.390600 6.439750  0.461
H 3.859477 -1.136698 8.479609  0.409
H 3.248975 -2.696182 8.393538  0.315
H 1.154833 0.502817 9.568569  0.282
H 2.723766 0.670946 9.896683  0.381
H 1.679520 -0.046651 11.118035  0.285
C 4.345692 -6.902570 4.903272  -0.764
O 5.587228 -6.305094 5.233940  -0.280
C 6.439902 -5.853975 4.196657  -0.736
C 7.819034 -5.761151 4.825470  -0.289
N 8.280930 -7.080475 5.235427  -0.343
C 9.611233 -7.281361 5.852704  -0.818
C 9.753385 -6.232879 7.063356  -0.564
O 10.275014 -4.926205 6.632314  -0.316
C 10.724505 -4.047628 7.686014  -0.701
H 4.410162 -7.714866 4.179311  0.325
H 3.720681 -6.174311 4.386428  0.287
H 3.990471 -7.265985 5.867557  0.221
H 5.991512 -4.905134 3.902179  0.414
H 6.607222 -6.513375 3.345012  0.367
H 7.846778 -5.105538 5.695825  0.323
H 8.403910 -5.459279 3.956637  0.246
H 7.496345 -7.471449 5.737075  0.215
H 10.485677 -7.154438 5.214483  0.348
H 9.790127 -8.324888 6.111885  0.387
H 10.567001 -6.652933 7.654686  0.506
H 8.824014 -6.200190 7.631951  0.361
H 9.851218 -4.039354 8.338235  0.325
H 10.871298 -3.100376 7.167113  0.228
H 11.585789 -4.411599 8.246196  0.257
C -6.340986 -1.043432 -10.028680  -0.829
O -5.927559 -0.357219 -8.886556  -0.303
C -4.519025 0.042774 -8.996100  -0.589
C -4.282134 1.108058 -10.110183  -0.766
N -5.235028 2.194317 -10.128214  -0.184
C -4.848796 3.359947 -10.951976  -0.789
C -5.931903 4.461060 -11.026785  -0.574
O -6.907498 4.028024 -11.871086  -0.286
C -7.920333 4.975467 -12.104542  -0.758
H -5.957262 -2.062078 -9.971871  0.344
H -6.120582 -0.765096 -11.059240  0.318
H -7.430348 -1.080346 -10.024874  0.264
H -3.863705 -0.827290 -9.036567  0.363
H -4.193970 0.551082 -8.088329  0.286
H -4.095736 0.565723 -11.037127  0.367
H -3.264949 1.485672 -10.005976  0.443
H -6.184853 1.869692 -10.240234  0.227
H -4.555099 2.916637 -11.903465  0.409
H -3.853547 3.756678 -10.751538  0.408
H -5.500116 5.321549 -11.537872  0.422
H -6.113199 4.755861 -9.993192  0.352
H -8.764805 4.539803 -12.638557  0.255
H -7.509532 5.901222 -12.507431  0.292
H -8.288586 5.240575 -11.113481  0.324
C -2.805371 1.105176 0.328103  -1.238
C -1.532856 0.532274 1.030572  0.628
C -0.114915 0.441366 0.372580  -1.260
O -1.598219 1.157634 2.247749  -0.530
H -2.974465 2.172657 0.469531  0.327
H -3.776807 0.692095 0.599712  0.301
H -2.658593 0.987875 -0.745577  0.332
H -1.773110 -0.518594 1.192015  0.149
H 0.431129 1.378750 0.478632  0.337
H -0.265082 0.396871 -0.706116  0.330
H 0.556768 -0.307290 0.792635  0.334
H -0.935958 0.691081 2.762847  0.290
C -3.423352 -7.526146 -2.856514  -1.312
C -3.546098 -6.705350 -1.602893  0.573
C -4.680340 -5.694029 -1.593346  -1.287
O -3.869605 -7.730842 -0.701180  -0.593
H -2.801654 -8.401543 -2.668684  0.330
H -3.020028 -6.863965 -3.622644  0.358
H -4.392840 -7.860559 -3.225782  0.328
H -2.568726 -6.314206 -1.320312  0.292
H -5.102252 -5.704418 -0.588369  0.382
H -5.324102 -5.907813 -2.446561  0.282
H -4.386241 -4.649891 -1.700004  0.339
H -4.801927 -7.936085 -0.599867  0.308
C 4.141025 2.327317 -9.354436  -1.216
C 5.112618 1.444981 -8.606463  0.569
C 4.434211 0.244104 -7.899067  -1.375
O 6.126782 1.067587 -9.520679  -0.536
H 3.643417 2.927539 -8.592716  0.329
H 3.408432 1.796317 -9.962250  0.291
H 4.715260 2.996753 -9.994903  0.351
H 5.632645 2.007109 -7.830769  0.143
H 4.217243 -0.610470 -8.539943  0.394
H 3.541914 0.554895 -7.355644  0.348
H 5.084317 -0.122312 -7.104583  0.391
H 6.219696 0.125072 -9.363768  0.311

Atomic forces in eV per Å
C -0.58 1.89 0.60
O 0.22 -1.49 -0.45
C 1.71 -1.13 -0.88
C -1.70 -0.22 -0.81
C 1.02 -0.60 1.40
N 0.71 0.04 0.97
H -0.26 -0.03 0.87
H 0.06 0.05 0.15
H 0.27 0.15 -0.32
H -0.36 0.20 -0.09
H 0.16 0.30 0.04
H -0.33 0.62 -0.59
H -0.26 0.00 -0.68
H -0.60 0.53 0.00
H -0.09 0.37 0.15
H 0.06 -0.13 0.22
H -0.02 -0.55 -0.58
C -0.17 0.91 -0.91
O 0.17 0.41 0.96
C -0.52 -0.46 0.24
C -1.18 -0.44 0.26
C -0.91 0.20 -0.92
N 0.66 -0.74 -0.25
H -0.06 0.03 0.40
H 0.36 -0.14 0.34
H 0.09 -0.35 -0.68
H 0.74 -0.53 0.15
H 0.00 0.50 -0.51
H -0.12 0.18 0.52
H 0.35 0.35 0.21
H 0.02 -0.02 -0.16
H -0.03 0.29 0.32
H 0.58 -0.31 0.19
H 0.05 0.14 -0.17
C -0.71 0.19 0.62
O 0.56 0.27 -0.85
C -1.48 -0.19 0.03
C -0.15 -0.33 1.48
C -1.01 1.29 0.30
N 1.38 -0.90 -1.28
H -0.14 -0.31 0.18
H 0.32 -0.24 -0.58
H 0.39 -0.06 0.44
H 0.47 0.71 -0.17
H -0.34 -0.41 0.15
H 0.29 0.00 -0.55
H 0.54 -0.67 0.15
H -0.10 0.19 0.06
H 0.19 -0.11 0.12
H 0.66 0.52 -0.18
H -0.87 0.04 0.08
C -1.41 -0.67 -1.60
O 0.10 0.22 1.30
C -0.06 -0.16 0.00
C -0.17 -1.77 -1.02
N -2.35 1.30 1.73
C 2.21 -0.41 -0.89
C 0.37 0.13 -1.45
O -1.32 1.87 0.79
C 0.73 -0.34 0.76
H -0.63 0.51 -0.54
H 0.56 0.07 -0.06
H 0.96 -0.33 0.77
H -0.43 0.60 -0.09
H 0.58 0.02 0.14
H 1.01 0.47 0.10
H 0.44 0.32 -0.38
H 0.13 0.04 0.32
H -1.51 0.27 0.20
H 0.78 -0.25 0.04
H 0.21 0.60 -0.06
H -0.55 -0.43 0.62
H -0.85 -1.33 -0.81
H 1.01 -0.53 0.15
H 0.16 -0.19 -0.06
C 0.67 0.43 -0.27
O 0.00 -1.17 0.07
C -0.11 0.01 1.23
C 0.58 -0.12 -0.45
N 0.10 -1.10 -1.14
C -1.22 2.56 0.83
C 2.37 -0.75 -0.93
O -0.33 -1.28 -0.35
C -1.76 -1.21 -0.81
H 0.45 -0.40 0.13
H -0.53 0.25 0.45
H -0.57 0.11 -0.35
H 0.63 0.33 -0.53
H -0.79 -0.43 -0.09
H 0.02 0.72 -0.40
H 0.69 0.68 0.48
H 0.46 -0.48 0.46
H -0.38 0.76 -0.69
H -0.77 0.04 0.77
H -0.14 -0.09 0.71
H -0.06 0.39 0.01
H 0.23 0.79 0.63
H 0.22 0.01 0.47
H 0.23 -0.03 -0.23
C -0.93 -1.66 -0.18
O 1.94 1.43 -0.47
C -0.84 1.35 0.25
C 0.59 -1.04 -0.04
N 0.70 0.50 1.05
C -0.12 -1.30 -0.67
C 3.21 -0.37 -0.48
O -1.86 -1.37 -0.71
C -0.05 0.11 1.54
H -0.11 -0.41 0.02
H 0.70 1.18 0.19
H -0.06 -0.13 0.32
H -0.07 -0.21 -0.68
H -0.80 -0.14 0.44
H -0.85 -0.10 -0.88
H 0.05 0.44 0.73
H 0.06 0.23 -0.32
H -0.82 0.43 -1.11
H -0.15 0.28 1.40
H 0.58 0.48 0.30
H -1.10 -0.08 0.13
H 0.46 0.05 -0.37
H -0.08 -0.01 -0.61
H -0.49 0.32 0.14
C 1.10 0.34 -1.57
C -1.55 -1.29 -1.12
C -0.96 1.99 -0.31
O 1.20 0.54 1.94
H 0.66 0.17 0.26
H 0.45 -0.68 0.29
H -0.37 -0.13 -0.23
H -0.22 -0.45 -0.07
H -0.10 0.32 0.25
H 0.25 -0.75 -0.04
H -0.50 -0.38 -0.17
H 0.06 0.33 0.78
C 0.43 1.20 -1.43
C -1.01 -1.24 -0.32
C 0.78 0.85 -0.22
O 0.50 -0.96 2.68
H 0.13 0.27 -0.17
H 0.34 -0.35 -0.53
H -0.15 -0.03 0.23
H -0.11 0.13 0.22
H -0.61 -0.28 -0.29
H -0.60 -0.06 0.52
H 0.39 0.00 -0.29
H -0.09 0.47 -0.38
C 0.13 0.51 0.55
C -0.52 -0.31 0.13
C 0.64 0.39 0.37
O 0.03 -1.01 -0.01
H -0.40 0.15 -0.23
H 0.10 -0.17 0.09
H -0.09 0.04 -0.02
H -0.27 0.38 0.18
H -0.20 0.21 -0.30
H -0.20 0.08 -0.34
H 0.26 -0.13 -0.05
H 0.52 -0.14 -0.39